# 1
Here is a 2-piece molecular cluster, C6H12NO overall in a non-equilibrium geometry from OMol25. Energies are from ωB97M-V/def2-TZVPD.

Atoms and positions in Å:
1 C -0.175 2.474 -0.975
2 C 0.441 1.517 -0.644
3 C -1.429 -0.384 0.516
4 C -2.153 -0.622 -0.725
5 C 0.174 -1.326 2.074
6 C 2.601 0.800 -1.224
7 N -0.680 -1.316 0.931
8 O 1.373 0.566 -0.524
9 H -0.811 3.244 -0.946
10 H -1.479 0.620 1.074
11 H -2.054 0.165 -1.494
12 H -3.206 -0.325 -0.327
13 H -2.053 -1.747 -1.011
14 H 1.286 -1.197 1.786
15 H -0.109 -0.465 2.644
16 H 0.056 -2.360 2.534
17 H 2.979 1.817 -1.106
18 H 2.495 0.608 -2.231
19 H 3.266 0.185 -0.728
20 H -0.523 -2.254 0.375

The value obtained for the LUMO energy is -4.01 eV. Its energy relative to the best compared isomer or geometry (same formula, charge and spin) is 366.85 kJ/mol. The charge is +1. The total energy is -365.4096 Eh. The value obtained for the gap between HOMO and LUMO is 9.18 eV. The HOMO energy is -13.2 eV.

In elementary charge units, the Löwdin charges are:
1. C 0.16
2. C -0.25
3. C -0.14
4. C -0.03
5. C -0.03
6. C -0.01
7. N -0.02
8. O -0.11
9. H 0.01
10. H 0.19
11. H 0.10
12. H 0.14
13. H 0.14
14. H 0.13
15. H 0.09
16. H 0.13
17. H 0.11
18. H 0.08
19. H 0.08
20. H 0.23


# 2
Here is an isolated ion of composition C6H12NO and charge +1 in a non-equilibrium geometry from OMol25. Energies are from ωB97M-V/def2-TZVPD.

Atoms and positions in Å:
1 C 0.384 -1.412 0.013
2 C 1.780 -0.822 0.006
3 C 1.836 0.546 -0.513
4 C -0.517 -0.072 0.012
5 C -0.686 0.457 1.463
6 C -1.809 -0.130 -0.717
7 N 0.193 0.980 -0.745
8 O 1.966 0.372 0.771
9 H 0.165 -1.840 -0.985
10 H 0.232 -2.125 0.810
11 H 2.645 -1.619 -0.029
12 H 2.484 1.101 -1.207
13 H 0.294 0.372 2.094
14 H -1.536 -0.038 1.929
15 H -0.651 1.607 1.574
16 H -2.459 0.581 -0.142
17 H -2.430 -1.084 -0.606
18 H -1.958 0.096 -1.780
19 H -0.103 1.846 -0.214
20 H 0.169 1.183 -1.735

The value obtained for the LUMO energy (spin up / spin down) is -2.74 / -8.83 eV. Its energy relative to the best compared isomer or geometry (same formula, charge and spin) is 458.88 kJ/mol. The charge is +1. The spin multiplicity is 3. The total energy is -365.2030 Eh. The value obtained for the gap between HOMO and LUMO (spin up / spin down) is 5.64 / 7.06 eV. The HOMO energy (spin up / spin down) is -8.4 / -15.9 eV.

In elementary charge units, the Löwdin charges are:
1. C 0.00
2. C -0.15
3. C -0.24
4. C -0.51
5. C 0.00
6. C -0.05
7. N 0.13
8. O 0.16
9. H 0.14
10. H 0.13
11. H 0.21
12. H 0.16
13. H 0.13
14. H 0.11
15. H 0.12
16. H 0.11
17. H 0.13
18. H 0.10
19. H 0.16
20. H 0.16